(1)
ORCA calculation (the ωB97M-V functional and the def2-TZVPD basis) on C14H19BNO6Pt as an isolated structure.

ORCA input file:
```
! RIJCOSX wB97M-V def2-TZVPD def2/J DEFGRID3
* xyz -1 1
Pt 1.0722 0.7065 0.0704
C -0.7666 -5.6304 0.5541
O -1.8023 -5.0356 -0.1974
C -1.5942 -3.7567 -0.6371
C -2.6374 -3.1882 -1.3727
C -2.4771 -1.9058 -1.8473
C -1.3131 -1.1578 -1.6491
C -1.1913 0.1702 -2.2972
C -2.4627 0.9688 -2.5183
O -0.1322 0.5803 -2.7283
C -0.2790 -1.7235 -0.8750
O 0.8733 -1.1529 -0.5808
C -0.4471 -3.0352 -0.3828
H -1.1088 -6.6325 0.8030
H -0.5709 -5.0744 1.4751
H 0.1597 -5.6956 -0.0230
H -3.5395 -3.7570 -1.5507
H -3.2892 -1.4665 -2.4156
H -3.1150 0.4906 -3.2527
H -2.1786 1.9513 -2.8895
H -3.0100 1.0638 -1.5806
H 0.3706 -3.4266 0.2045
C 0.0861 3.0551 2.8619
C -0.0020 3.1316 1.3497
C -0.1919 4.5487 0.8426
O 1.2663 2.6469 0.7805
C -1.1728 2.2413 0.8619
O -2.2976 2.6236 1.1348
O -0.8900 1.1589 0.2267
H 0.8740 3.7156 3.2343
H 0.2888 2.0311 3.1819
H -0.8662 3.3669 3.2867
H 0.6084 5.1921 1.2135
H -1.1537 4.9249 1.1844
H -0.1746 4.5592 -0.2470
H 1.9482 2.6283 1.4640
B 5.7179 0.0811 0.4548
C 4.1624 0.2684 0.2309
N 3.0269 0.4084 0.0955
H 5.9089 -1.0946 0.6780
H 6.0179 0.7716 1.4095
H 6.2818 0.4481 -0.5538
*
```

Orbital gap, eV: 7.572

These are the natural (NBO) partial charges, in e, on atoms 1 to 6: number 1, Pt, carries 0.97; number 2, C, carries -0.25; number 3, O, carries -0.50; number 4, C, carries 0.32; number 5, C, carries -0.33; number 6, C, carries -0.13

(2)
ORCA calculation (the ωB97M-V functional and the def2-TZVPD basis) on C34H60AsGeN5O6S2Si3Sn as an isolated structure.

ORCA input file:
```
! RIJCOSX wB97M-V def2-TZVPD def2/J DEFGRID3
* xyz 1 2
Sn -0.3898 -0.6592 0.5510
O 0.7865 1.7095 2.5352
As 0.0541 2.7608 1.3427
O 2.1989 3.6980 1.6722
O 0.4546 2.3749 -0.1751
C -0.5829 4.4487 1.9550
C -0.1585 5.1351 3.0807
C -0.9259 6.1920 3.5494
C -2.1094 6.5329 2.9052
C -2.5491 5.8279 1.7924
C -1.7827 4.7802 1.3228
S -2.7122 2.4395 0.5153
O -2.1848 4.0317 0.2262
O -1.6849 2.1019 1.6915
O -2.3365 1.7502 -0.6969
H 0.3377 1.7718 3.3860
H 0.7736 4.8624 3.5577
H -0.6073 6.7434 4.4233
H -2.7100 7.3489 3.2847
H -3.4798 6.0721 1.2981
C -4.7415 -2.0205 -0.0896
C -4.6480 -3.4042 -0.0088
C -3.4068 -3.9917 0.1382
C -2.2640 -3.1953 0.2033
N -2.3772 -1.8606 0.1309
C -3.5782 -1.2902 -0.0114
C -0.8876 -3.7305 0.3475
C -0.6484 -5.1049 0.3762
C 0.6401 -5.5889 0.5353
C 1.6950 -4.6959 0.6578
C 1.4477 -3.3302 0.6071
C 0.1683 -2.8097 0.4502
H -5.6947 -1.5236 -0.2000
H -5.5357 -4.0204 -0.0632
H -3.3277 -5.0658 0.2113
H -3.5821 -0.2116 -0.0920
H -1.4579 -5.8165 0.2768
H 0.8166 -6.6563 0.5584
H 2.7080 -5.0649 0.7730
H 2.2853 -2.6470 0.6758
C 2.7300 2.9566 -2.3958
Si 3.2791 2.4253 -0.6855
C 2.7487 3.9795 0.3396
C 5.1665 2.4622 -0.6253
Ge 2.6334 0.1867 0.0684
Si 3.8381 -0.2298 2.1707
C 5.6761 -0.4450 1.8700
C 3.1637 -1.7699 3.0165
C 3.7197 1.0723 3.5348
Si 3.5026 -1.1519 -1.8479
C 3.5763 -0.1833 -3.4526
C 5.2518 -1.6504 -1.3971
C 2.5686 -2.7188 -2.3004
H 3.1127 3.9627 -2.5912
H 1.6389 2.9932 -2.4362
H 3.0860 2.3135 -3.1944
H 3.5748 4.6849 0.4563
H 2.8144 3.0930 2.1035
H 1.9405 4.4898 -0.1813
H 5.5556 3.3737 -1.0885
H 5.5911 1.6109 -1.1673
H 5.5480 2.4163 0.3985
H 5.8811 -1.2573 1.1732
H 6.1767 -0.6790 2.8141
H 6.1311 0.4602 1.4628
H 3.5053 -2.6916 2.5427
H 2.0697 -1.7755 2.9953
H 3.4952 -1.7909 4.0597
H 3.8721 2.1038 3.2101
H 4.4977 0.8566 4.2718
H 2.7531 1.0174 4.0391
H 4.3709 0.5657 -3.4333
H 2.6390 0.3238 -3.6918
H 3.7930 -0.8792 -4.2673
H 5.8728 -0.7769 -1.1884
H 5.7147 -2.2061 -2.2179
H 5.2613 -2.2910 -0.5130
H 1.4969 -2.5704 -2.4556
H 2.6624 -3.4884 -1.5388
H 2.9892 -3.1068 -3.2324
C -1.2774 1.1243 5.1522
N -0.3759 -0.0019 5.2519
C 0.4304 -0.1944 6.4580
C 1.0191 -1.6022 6.2673
N 0.2492 -2.0940 5.1323
C -0.5297 -1.1610 4.5699
S -1.5340 -1.4288 3.2518
H -0.7166 2.0609 5.2243
H -2.0197 1.1119 5.9552
H -1.8011 1.0738 4.1990
H -0.2007 -0.1286 7.3477
H 1.2026 0.5715 6.5273
H 0.8716 -2.2308 7.1429
H 2.0854 -1.5723 6.0390
H 0.3979 -2.9854 4.6927
C -2.8373 -1.2343 -4.4346
C -1.4385 -0.7985 -4.0103
C -1.2864 0.7078 -4.2112
C -0.3778 -1.5563 -4.8103
N -1.3516 -1.1146 -2.5620
N -0.2969 -0.4664 -1.8581
H -2.9943 -1.0421 -5.4967
H -3.5852 -0.6865 -3.8596
H -2.9828 -2.3029 -4.2543
H -1.6255 0.9760 -5.2114
H -0.2469 1.0317 -4.1181
H -1.8969 1.2551 -3.4877
H -0.4329 -1.2974 -5.8691
H -0.5244 -2.6353 -4.7174
H 0.6311 -1.3143 -4.4623
H -1.2186 -2.1124 -2.4310
H -0.4897 0.5361 -1.8773
H 0.6140 -0.6192 -2.2930
*
```

Orbital gap (spin up / spin down), eV: 6.835 / 6.419

These are the Mulliken partial charges, in e, on atoms 1 to 6: number 1, Sn, carries -0.99; number 2, O, carries 0.36; number 3, As, carries 1.06; number 4, O, carries -0.71; number 5, O, carries -0.74; number 6, C, carries 0.47

(3)
ORCA calculation (the ωB97M-V functional and the def2-TZVPD basis) on one molecule with the formula C13H13ClN2O2S.

ORCA input file:
```
! RIJCOSX wB97M-V def2-TZVPD def2/J DEFGRID3
* xyz 0 1
C -0.9341 -2.8014 0.0100
N -0.7575 -1.5428 0.6774
C 0.4117 -0.9610 1.0472
N 0.2295 0.1954 1.6346
C -1.1082 0.3903 1.6389
C -1.7455 -0.6665 1.0373
C -3.1909 -0.9394 0.7904
H -3.3562 -1.1971 -0.2601
H -3.7654 -0.0343 1.0257
O -3.6716 -2.0481 1.5268
H -3.5831 -1.8597 2.4678
H -1.5296 1.2799 2.0614
S 1.9745 -1.6929 0.7594
C 2.0537 -1.5168 -1.0775
H 3.0839 -1.2614 -1.3182
H 1.7958 -2.4738 -1.5323
C 1.0785 -0.4561 -1.5392
O 0.1226 -0.7756 -2.2162
C 1.3018 0.9324 -1.0964
C 0.2798 1.8536 -1.3404
C 0.3832 3.1584 -0.9106
C 1.5247 3.5550 -0.2279
C 2.5556 2.6587 0.0171
C 2.4439 1.3533 -0.4147
H 3.2498 0.6692 -0.2043
H 3.4344 2.9834 0.5513
Cl 1.6637 5.1799 0.3227
H -0.4116 3.8643 -1.0932
H -0.6017 1.5159 -1.8650
H -0.9625 -2.6517 -1.0728
H -0.1007 -3.4573 0.2632
H -1.8686 -3.2538 0.3378
*
```

Orbital gap, eV: 8.591
Structure (SMILES): Cn1c(CO)cnc1SCC(=O)c1ccc(Cl)cc1

These are the natural (NBO) partial charges, in e, on atoms 1 to 6: number 1, C, carries -0.43; number 2, N, carries -0.34; number 3, C, carries 0.15; number 4, N, carries -0.46; number 5, C, carries -0.08; number 6, C, carries 0.06

(4)
ORCA calculation (the ωB97M-V functional and the def2-TZVPD basis) on C53H42MnN2OP2S as an isolated structure.

ORCA input file:
```
! RIJCOSX wB97M-V def2-TZVPD def2/J DEFGRID3
* xyz 3 5
Mn -0.5676 -0.3553 0.3866
O -1.5888 -0.4446 3.3311
S -0.2795 -0.2585 2.6675
C 0.3536 1.3310 3.1650
C 1.0510 1.2913 4.3597
C 1.2866 2.4251 5.1457
C 0.7557 3.6089 4.7247
C 0.7458 4.9602 5.3869
C 0.0154 5.8873 4.3857
C -0.3671 4.9869 3.2403
C -1.0242 5.2666 2.0758
C -1.1685 4.2293 1.1491
C -0.7487 2.9219 1.3678
P -0.9284 1.9284 -0.1442
C -0.1108 2.9370 -1.4014
C 1.2204 3.3042 -1.2081
C 1.8359 4.1611 -2.1046
C 1.1318 4.6485 -3.1988
C -0.2006 4.3050 -3.3797
C -0.8266 3.4515 -2.4843
C -2.6541 1.8915 -0.6689
C -2.8942 0.9065 -1.7891
C -4.3768 0.7303 -2.2315
C -5.3598 1.6905 -1.6273
C -5.0314 2.4864 -0.6149
C -3.6589 2.5350 -0.0796
C -0.1298 2.5745 2.6140
C 0.0775 3.6703 3.4837
C 0.8538 -1.4377 3.3170
C 0.4206 -2.0453 4.4770
C 1.2396 -2.9244 5.2056
C 2.5098 -3.1460 4.7501
C 3.6361 -3.9721 5.3172
C 4.8011 -3.8113 4.3029
C 4.2630 -2.8870 3.2406
C 4.8337 -2.3824 2.1031
C 4.0378 -1.6027 1.2501
C 2.7184 -1.2750 1.5208
P 1.7751 -0.6237 0.1212
C 1.5001 -2.0735 -0.9398
C 2.5047 -2.6248 -1.7328
C 2.2392 -3.7501 -2.4963
C 0.9738 -4.3305 -2.4870
C -0.0322 -3.7999 -1.6952
C 0.2412 -2.6798 -0.9238
C 2.8738 0.4770 -0.7728
C 3.7695 1.2782 -0.0593
C 4.6579 2.0877 -0.7475
C 4.6482 2.1060 -2.1397
C 3.7302 1.3412 -2.8465
C 2.8318 0.5333 -2.1665
C 2.1318 -1.7087 2.7454
C 2.9322 -2.5410 3.5446
H 1.4017 0.3402 4.7330
H 1.8318 2.3330 6.0759
H 1.7571 5.3020 5.6073
H 0.2269 4.9029 6.3447
H 0.6573 6.6970 4.0368
H -0.8641 6.3603 4.8226
H -1.3865 6.2593 1.8408
H -1.5980 4.4799 0.1848
H 1.7581 2.9694 -0.3306
H 2.8625 4.4602 -1.9417
H 1.6162 5.3144 -3.9009
H -0.7614 4.7182 -4.2076
H -1.8753 3.2254 -2.6179
H -2.1970 1.0731 -2.6108
H -4.4904 0.7136 -3.3134
H -6.3625 1.7141 -2.0398
H -5.7610 3.1626 -0.1892
H -3.4799 3.1702 0.7818
H -0.5712 -1.8083 4.8414
H 0.8638 -3.3806 6.1118
H 3.3343 -5.0132 5.4344
H 3.9078 -3.6192 6.3124
H 5.0898 -4.7659 3.8618
H 5.7002 -3.4044 4.7657
H 5.8610 -2.5940 1.8352
H 4.4860 -1.2605 0.3246
H 3.4923 -2.1812 -1.7574
H 3.0245 -4.1799 -3.1042
H 0.7760 -5.2065 -3.0907
H -1.0095 -4.2633 -1.6685
H -0.5584 -2.3448 -0.2629
H 3.7938 1.2471 1.0240
H 5.3682 2.6938 -0.2003
H 5.3623 2.7196 -2.6746
H 3.7182 1.3673 -3.9283
H 2.1214 -0.0651 -2.7232
N -6.5575 -1.1183 -0.7539
C -5.2747 -0.9936 -0.4936
C -4.3625 -0.7362 -1.6445
C -2.8620 -0.5696 -1.2830
N -2.4578 -0.7186 0.1219
C -3.4100 -0.9400 1.0321
C -4.7608 -1.0906 0.7927
H -6.9174 -1.0738 -1.6949
H -7.2247 -1.2965 -0.0166
H -4.5351 -1.5048 -2.3983
H -2.2320 -1.2053 -1.9042
H -3.0703 -0.9998 2.0584
H -5.4119 -1.2886 1.6334
*
```

Orbital gap (spin up / spin down), eV: 5.038 / 6.520

These are the Mulliken partial charges, in e, on atoms 1 to 6: number 1, Mn, carries -0.75; number 2, O, carries -0.96; number 3, S, carries 2.29; number 4, C, carries 0.04; number 5, C, carries 0.28; number 6, C, carries -1.20

(5)
ORCA calculation (the ωB97M-V functional and the def2-TZVPD basis) on a 2-piece molecular cluster, CHCl4P overall.

ORCA input file:
```
! RIJCOSX wB97M-V def2-TZVPD def2/J DEFGRID3
* xyz 0 1
C -0.0615 -0.3811 -2.6233
P -0.2071 -0.4309 2.3608
Cl 0.1613 1.2487 -2.3567
Cl -1.5085 -0.8115 0.9248
Cl 1.4031 -1.2491 -2.7212
Cl 1.1379 0.8627 1.4980
H -0.9252 0.7613 2.9177
*
```

Orbital gap, eV: 8.518

These are the natural (NBO) partial charges, in e, on atoms 1 to 6: number 1, C, carries -0.14; number 2, P, carries 0.60; number 3, Cl, carries 0.09; number 4, Cl, carries -0.26; number 5, Cl, carries 0.05; number 6, Cl, carries -0.31

no.,E (Eh)
1,-1195.3271
2,-8248.4910
3,-1621.5593
4,-4460.6116
5,-2220.7482